Record 1
{
  "formula": "C19H60N14O15VZn",
  "method": "wB97M-V/def2-TZVPD",
  "symbols": ["Zn", "O", "V", "O", "O", "C", "C", "O", "H", "H", "H", "H", "C", "O", "N", "N", "H", "H", "H", "H", "C", "O", "N", "N", "H", "H", "H", "H", "C", "O", "N", "N", "H", "H", "H", "H", "C", "O", "N", "N", "H", "H", "H", "H", "C", "O", "N", "N", "H", "H", "H", "H", "C", "O", "N", "N", "H", "H", "H", "H", "C", "O", "N", "N", "H", "H", "H", "H", "C", "C", "O", "H", "H", "H", "H", "H", "H", "C", "C", "O", "H", "H", "H", "H", "H", "H", "C", "C", "C", "O", "H", "H", "H", "H", "H", "H", "H", "H", "C", "C", "C", "O", "H", "H", "H", "H", "H", "H", "H", "H"],
  "xyz": [[-0.07206, -2.30896, 2.87133], [0.72043, -3.59983, -0.99569], [1.53627, -2.38979, -0.44493], [2.63688, -2.85410, 0.63601], [1.22033, -0.48439, -1.50285], [0.49736, 0.33799, -0.62720], [-0.42393, -0.31248, 0.39961], [0.07012, -1.48402, 0.97904], [-0.01033, 1.18083, -1.12914], [1.26150, 0.91488, -0.05930], [-1.34951, -0.56867, -0.15515], [-0.73176, 0.47483, 1.10414], [2.90935, -1.54114, 3.54018], [1.92316, -2.18326, 3.16944], [4.17466, -2.03604, 3.49541], [2.76898, -0.31955, 4.13955], [4.86160, -1.51855, 4.01036], [4.33219, -2.99613, 3.25584], [3.60097, 0.23031, 4.24879], [1.85870, 0.03803, 4.34934], [3.99495, 1.97387, -2.71125], [4.94220, 2.59253, -3.18390], [2.93999, 1.51094, -3.46083], [3.83111, 1.68908, -1.37932], [2.88833, 1.74791, -4.43169], [2.18294, 1.06695, -2.96700], [4.49349, 2.00507, -0.69996], [3.00247, 1.18127, -1.12214], [0.05001, -5.24659, 1.62853], [0.08031, -4.05659, 1.99091], [1.05651, -6.11646, 1.92799], [-0.90947, -5.67891, 0.78193], [1.77642, -5.81541, 2.55665], [1.04200, -7.05697, 1.58523], [-1.03074, -6.63070, 0.49573], [-1.52263, -4.96302, 0.39411], [-3.22780, -2.05972, 3.32951], [-2.07449, -2.41731, 3.03414], [-3.97355, -2.72178, 4.24175], [-3.80847, -1.02171, 2.68661], [-4.88379, -2.36326, 4.46749], [-3.64681, -3.51962, 4.75139], [-3.42105, -0.64655, 1.83455], [-4.68868, -0.61985, 2.95474], [-0.65144, 0.51692, 4.55379], [-0.23658, -0.54058, 4.05977], [-0.15091, 0.98516, 5.73616], [-1.60823, 1.29713, 3.98116], [0.71323, 0.57921, 6.05680], [-0.30772, 1.92504, 6.05440], [-1.98479, 2.08143, 4.47786], [-1.89529, 1.13359, 3.03259], [-3.72898, 2.39464, 0.82825], [-4.30547, 1.33322, 0.62216], [-3.14679, 3.11508, -0.17806], [-3.64169, 2.97695, 2.08117], [-2.80438, 2.62055, -0.97978], [-2.85547, 4.06466, -0.03564], [-4.33123, 2.76325, 2.77764], [-3.19706, 3.87916, 2.08414], [3.93387, -2.56763, -2.93724], [3.37736, -2.95894, -1.89601], [3.94964, -1.27432, -3.35020], [4.71622, -3.43062, -3.66205], [3.24048, -0.70602, -2.91708], [4.36319, -1.01213, -4.22390], [4.93330, -4.33115, -3.27980], [5.08428, -3.19368, -4.56238], [1.70239, 3.14223, 3.06747], [0.55312, 3.97197, 2.49220], [0.83579, 5.35470, 2.51846], [1.30622, 2.17147, 3.37799], [2.15347, 3.66879, 3.90519], [2.40360, 2.97358, 2.24980], [-0.39069, 3.82660, 3.02879], [0.31830, 3.57982, 1.49679], [1.63464, 5.49751, 1.99677], [-4.31344, -3.75237, -1.02963], [-2.96315, -3.05420, -1.05416], [-2.33167, -3.27431, 0.21808], [-5.08890, -3.20084, -0.50223], [-4.15913, -4.68416, -0.48200], [-4.60633, -3.95142, -2.05922], [-3.05674, -1.97447, -1.20572], [-2.33724, -3.47873, -1.84166], [-1.58428, -2.65334, 0.26956], [-1.20489, -1.56113, -3.79831], [-1.16281, -0.19731, -4.49223], [-2.27865, 0.69059, -3.97222], [0.12073, 0.36452, -4.21273], [-0.85411, -1.31817, -2.79037], [-0.55124, -2.27389, -4.29659], [-2.19335, -2.01308, -3.72240], [-1.27145, -0.35436, -5.56663], [-2.01238, 1.04246, -2.97704], [-3.20765, 0.11901, -3.88315], [-2.54734, 1.51052, -4.63967], [0.35371, 0.10338, -3.30194], [0.29370, 3.56989, -2.67604], [0.24646, 4.85445, -3.51566], [0.71917, 6.04930, -2.70970], [1.24679, 4.66714, -4.52325], [1.26962, 3.40256, -2.21430], [0.10170, 2.71006, -3.32497], [-0.40639, 3.55355, -1.83321], [-0.76720, 4.96994, -3.91242], [1.26839, 6.77687, -3.30486], [1.40444, 5.71415, -1.93232], [-0.08982, 6.56550, -2.18928], [1.10291, 3.82717, -4.97086]],
  "atomic_forces_ev_per_a": [[0.13, 0.75, -1.30], [-0.37, -0.64, -0.02], [1.30, 1.74, 0.52], [-1.28, 0.33, -0.83], [-0.41, -1.75, 0.83], [1.75, 1.37, 0.83], [-1.16, -0.29, -1.23], [1.37, -0.23, -0.87], [-0.47, -0.48, -0.28], [-0.14, -0.09, 0.40], [-0.09, 0.06, 0.09], [0.24, -0.09, 0.31], [-0.55, -0.19, 0.82], [0.22, -0.48, 0.32], [-0.73, 0.80, 0.03], [0.99, -0.45, -0.37], [0.35, -0.32, -0.05], [-0.05, -0.02, -0.27], [-0.23, 0.37, 0.20], [-0.10, -0.03, -0.41], [0.37, 0.82, -0.54], [-0.56, -0.57, 0.46], [0.44, -0.09, 0.50], [-0.22, -0.07, -0.27], [-0.12, 0.02, -0.04], [-0.28, 0.07, -0.46], [0.11, -0.02, -0.06], [0.16, -0.11, 0.41], [0.38, -0.36, -1.21], [0.00, -0.64, 0.57], [-0.75, 0.49, 0.28], [-0.06, 0.33, 0.53], [0.05, 0.01, -0.02], [0.11, -0.06, 0.00], [0.29, -0.10, 0.02], [0.00, 0.08, 0.23], [0.48, -0.27, -0.60], [-0.33, -0.21, 0.49], [-0.36, 0.64, 0.03], [-0.08, 0.30, 0.18], [-0.09, -0.20, 0.02], [0.36, 0.03, -0.09], [0.17, -0.14, 0.03], [-0.14, -0.25, -0.02], [-0.36, 0.50, -0.12], [0.10, 0.54, 0.29], [0.27, -0.24, -0.04], [0.55, -0.57, 0.31], [-0.22, -0.24, 0.15], [-0.14, 0.09, -0.17], [-0.01, 0.15, -0.13], [-0.19, -0.13, 0.04], [-0.75, -0.30, -0.37], [0.58, 0.06, 0.50], [0.13, -0.03, 0.50], [0.62, 0.04, -0.58], [-0.20, -0.02, -0.23], [0.20, -0.03, -0.08], [-0.20, 0.04, -0.13], [-0.22, 0.13, 0.47], [1.03, -0.14, 0.03], [-0.71, 0.58, -0.34], [-0.64, -1.04, 0.64], [-0.42, 0.22, 0.27], [0.09, 0.30, -0.28], [-0.09, 0.22, -0.05], [-0.20, -0.06, 0.04], [0.09, 0.10, 0.00], [-0.78, -0.01, -0.44], [-0.24, -0.41, 0.22], [-0.04, -0.09, -0.32], [0.21, -0.02, 0.03], [0.13, -0.10, 0.03], [0.36, -0.03, 0.31], [0.24, 0.18, 0.36], [0.15, 0.28, -0.31], [-0.08, 0.14, 0.03], [0.57, 0.01, 0.02], [-0.16, -0.03, 0.49], [-0.05, 0.45, -0.32], [0.04, 0.17, -0.08], [-0.18, -0.18, -0.24], [-0.31, -0.12, 0.11], [-0.06, -0.05, -0.23], [0.04, 0.08, -0.07], [0.14, -0.34, 0.29], [-0.05, 0.43, 0.07], [-0.21, -0.75, 0.32], [-0.62, -0.19, -0.24], [-0.03, 0.24, -0.31], [0.03, -0.70, 0.15], [0.24, 0.03, 0.22], [-0.10, 0.19, -0.16], [0.27, 0.33, -0.08], [-0.01, 0.23, 0.09], [0.09, -0.09, 0.08], [0.44, 0.25, 0.15], [0.05, -0.16, -0.17], [-0.36, -0.16, 0.27], [1.20, -0.98, 0.67], [-0.13, 0.29, 0.46], [-0.36, 0.43, -0.39], [0.17, 0.30, -0.27], [-0.18, -0.03, 0.15], [-0.31, 0.12, -0.17], [0.15, 0.22, -0.29], [-0.21, -0.06, -0.23], [0.16, -0.08, -0.01], [-0.13, -0.03, -0.14], [-0.10, 0.00, 0.04]],
  "fmax_ha_per_bohr": 0.0462,
  "e_tot_ev": -146360.33070,
  "multiplicity": 1,
  "charge": 1
}

=====

Record 2
{
  "formula": "C18H26AsBaBrIN3",
  "method": "wB97M-V/def2-TZVPD",
  "symbols": ["Ba", "N", "C", "C", "N", "H", "H", "H", "H", "H", "H", "H", "H", "C", "As", "C", "C", "C", "C", "C", "C", "C", "C", "H", "H", "H", "H", "H", "H", "H", "H", "H", "H", "H", "H", "H", "N", "C", "H", "Br", "C", "C", "C", "C", "C", "C", "I", "H", "H", "H", "H"],
  "xyz": [[0.30612, -0.51867, 1.32567], [0.81733, -0.76390, 3.84211], [1.22159, 0.42283, 4.63542], [2.31265, 1.17667, 3.90011], [1.78247, 1.69119, 2.61620], [0.03663, -1.21822, 4.31540], [1.57176, -1.44906, 3.90326], [1.56925, 0.15251, 5.63305], [0.34912, 1.06925, 4.75421], [3.14113, 0.49816, 3.68166], [2.70237, 1.97018, 4.53991], [2.53576, 2.14627, 2.10953], [1.12024, 2.43511, 2.82440], [0.61622, 3.46877, -0.24026], [0.48890, 1.62170, -0.86342], [-1.23184, 1.75917, -1.77372], [1.75005, 1.64858, -2.39987], [1.53192, 2.81529, -3.31515], [0.61807, 2.73986, -4.36460], [0.41076, 3.82782, -5.19887], [1.11775, 5.00438, -4.99765], [2.03837, 5.08707, -3.96306], [2.24350, 3.99898, -3.12846], [0.46562, 4.13037, -1.09155], [1.59373, 3.67220, 0.19408], [-0.16079, 3.65220, 0.50155], [-1.25314, 2.67631, -2.35958], [-2.03515, 1.77892, -1.03725], [-1.37854, 0.90820, -2.43499], [1.61917, 0.69975, -2.92069], [2.75394, 1.66743, -1.97529], [0.08050, 1.81493, -4.54249], [-0.29568, 3.75391, -6.01505], [0.96276, 5.84957, -5.65451], [2.60683, 5.99512, -3.81233], [2.97602, 4.06223, -2.33095], [-1.62909, -2.31060, -2.16208], [-1.08456, -1.70304, -1.34553], [-2.08799, -2.80823, -2.90327], [-1.17674, -6.01055, 4.64020], [-2.07742, -6.09711, 2.98108], [-2.82124, -7.22821, 2.67812], [-3.49398, -7.31958, 1.47054], [-3.43385, -6.28376, 0.55150], [-2.69413, -5.14781, 0.83846], [-2.02462, -5.06708, 2.04664], [-0.91208, -3.33714, 2.46350], [-2.87199, -8.03705, 3.39368], [-4.06929, -8.20786, 1.24904], [-3.96301, -6.35429, -0.38868], [-2.64539, -4.33277, 0.13000]],
  "atomic_forces_ev_per_a": [[-0.13, -0.18, -0.87], [0.15, -0.22, 1.18], [0.20, 0.23, -0.05], [-0.10, -0.03, 0.03], [-0.04, -0.21, 0.06], [0.06, -0.02, 0.10], [-0.01, -0.04, 0.12], [-0.05, -0.04, 0.00], [-0.03, -0.04, 0.04], [0.04, 0.04, 0.01], [0.00, 0.00, -0.01], [-0.03, -0.01, -0.08], [0.03, 0.07, -0.05], [-0.02, -0.12, -0.03], [0.16, 1.04, -1.02], [0.04, -0.01, 0.04], [-0.14, 0.07, 0.08], [0.03, 0.02, -0.04], [0.03, -0.03, 0.05], [-0.02, -0.01, -0.02], [0.00, 0.02, -0.01], [0.02, 0.00, 0.01], [-0.03, -0.04, 0.04], [0.00, 0.04, 0.02], [0.01, -0.01, 0.01], [0.01, 0.04, 0.01], [-0.01, 0.01, 0.00], [-0.03, 0.03, -0.02], [0.00, -0.01, 0.00], [0.00, -0.03, 0.02], [0.01, -0.05, 0.02], [0.00, 0.01, -0.02], [0.01, 0.00, 0.00], [0.00, 0.00, 0.01], [-0.01, 0.00, -0.01], [0.01, 0.02, -0.02], [0.04, 0.09, -0.04], [0.05, -0.09, 0.25], [0.01, 0.00, -0.01], [-0.11, -0.06, -0.16], [0.16, 0.19, 0.10], [-0.03, -0.06, 0.01], [0.00, 0.00, -0.02], [0.00, 0.01, 0.00], [-0.01, 0.07, -0.07], [-0.03, -0.19, 0.09], [-0.23, -0.50, 0.22], [0.02, 0.02, 0.01], [0.00, 0.00, 0.01], [0.00, 0.00, 0.00], [0.00, 0.00, 0.01]],
  "fmax_ha_per_bohr": 0.0285,
  "e_tot_ev": -163220.14887,
  "multiplicity": 1,
  "charge": 2
}

=====

Record 3
{
  "formula": "C20H23O17Pd2",
  "method": "wB97M-V/def2-TZVPD",
  "symbols": ["Pd", "Pd", "C", "C", "O", "H", "H", "H", "H", "H", "C", "C", "C", "O", "C", "C", "C", "O", "O", "O", "H", "H", "C", "C", "O", "C", "O", "O", "H", "H", "H", "H", "C", "C", "O", "C", "O", "O", "H", "H", "H", "H", "C", "C", "O", "C", "O", "O", "H", "H", "H", "H", "C", "C", "O", "C", "O", "O", "H", "H", "H", "H"],
  "xyz": [[3.47682, 0.72488, -0.19932], [2.44404, 2.45294, -3.52162], [-0.12088, 0.10805, -1.09147], [0.46160, 1.35022, -1.67721], [1.82682, 1.51505, -1.44912], [0.35867, -0.68852, -1.66033], [-1.20860, 0.06403, -1.14646], [0.29092, -0.06492, -0.09719], [0.01139, 2.21534, -1.19042], [0.17139, 1.42217, -2.72540], [3.34050, -3.61921, 0.48030], [4.41832, -4.54393, 0.95947], [5.63794, -3.88501, 1.76413], [6.40739, -4.59464, 2.42505], [5.68608, -2.49398, 1.80616], [4.72647, -1.71560, 1.25160], [3.42998, -2.24452, 0.63191], [2.57854, -1.53902, -0.05750], [4.95628, -0.46884, 1.26191], [4.21322, -5.72262, 0.84455], [2.50126, -4.09675, -0.00348], [6.58678, -2.06264, 2.21739], [-1.73148, 5.15564, -0.10598], [-2.80792, 5.96170, -0.77998], [-2.16128, 7.20410, -0.81029], [-0.80975, 7.16375, -0.76734], [-0.00951, 8.08157, -0.89859], [-0.51441, 5.89142, -0.48636], [-1.68790, 4.23732, -0.69153], [-2.09755, 4.95473, 0.90086], [-3.54504, 5.94549, 0.02282], [-3.21692, 5.50797, -1.68272], [-0.13900, 0.99037, 3.75665], [-0.54130, 2.29992, 2.95392], [0.62326, 2.38848, 2.17242], [1.40732, 1.31345, 2.25387], [2.47645, 1.17140, 1.65269], [0.87929, 0.42736, 3.06124], [-1.01518, 0.35050, 3.86152], [0.22265, 1.16171, 4.77053], [-0.77169, 3.15156, 3.59402], [-1.25748, 2.09129, 2.15915], [-5.08054, 0.21479, -1.56485], [-4.04539, -0.26212, -2.57819], [-3.68203, -1.57379, -2.08752], [-4.17616, -1.67892, -0.65760], [-4.05507, -2.59007, 0.14139], [-4.97352, -0.63916, -0.52026], [-5.99197, 0.26051, -2.16092], [-4.68636, 1.18444, -1.26073], [-3.25913, 0.49246, -2.55558], [-4.44998, -0.41273, -3.57905], [-0.28490, -3.62379, -0.06342], [0.18605, -3.64152, -1.47453], [0.01296, -5.07254, -1.63741], [-0.12821, -5.72594, -0.44952], [-0.51615, -6.80251, -0.13810], [0.06963, -4.82120, 0.48162], [-1.35329, -3.44316, -0.18183], [0.30000, -2.84558, 0.42687], [1.19299, -3.32856, -1.75063], [-0.57642, -3.25277, -2.14953]],
  "atomic_forces_ev_per_a": [[-2.38, -0.85, 0.29], [-0.31, -0.45, 1.19], [1.13, -0.96, -0.25], [-1.19, 1.05, 1.16], [3.02, 0.42, -1.32], [-0.55, -0.52, -0.16], [0.17, -0.09, 0.08], [-0.49, 0.28, 0.38], [-0.33, 0.28, 0.02], [0.30, -0.13, -0.50], [0.58, -1.11, 0.48], [-0.37, 0.12, 0.56], [-0.12, -3.77, 0.52], [-1.09, 1.11, -1.17], [2.09, -0.82, 0.76], [-1.86, 3.94, -0.56], [-0.93, 0.77, -2.23], [2.68, 0.34, 1.91], [-0.98, -0.41, -1.20], [0.69, 0.44, 0.15], [-0.16, 0.03, -0.02], [-0.08, 0.33, 0.20], [0.48, -1.03, -2.78], [0.15, -0.40, 2.12], [-0.97, 2.68, -1.32], [0.78, 1.75, 0.14], [-2.54, -2.71, 0.16], [0.51, -1.96, 1.69], [0.46, -0.46, 0.62], [1.62, 0.43, 0.55], [-0.85, 0.84, -0.77], [0.32, 0.81, -0.42], [-3.53, 1.71, 2.16], [0.09, -2.58, 0.44], [3.05, 0.99, -1.17], [-0.40, 0.95, -0.57], [-0.89, 0.01, 0.56], [2.30, -1.46, -1.72], [0.30, -0.36, -0.28], [-0.10, 0.47, 0.01], [0.35, 0.06, -0.40], [-0.89, 0.14, 0.77], [1.20, 1.72, -2.77], [0.02, -1.21, 0.27], [0.25, -0.01, 2.83], [-0.18, -2.00, -1.66], [0.63, 2.63, -2.66], [-0.97, -0.87, 2.76], [-0.74, -0.07, 1.28], [-1.00, 0.27, 0.26], [0.73, -0.60, -0.39], [0.19, 0.19, 0.07], [0.76, 3.70, -0.09], [-1.02, -2.22, -0.99], [0.46, -1.83, -1.64], [-1.32, -0.70, -0.21], [0.76, -0.39, -1.68], [0.74, 0.81, 2.62], [-0.22, -0.09, 1.12], [-0.80, 0.33, 0.67], [0.07, -0.08, 0.18], [0.42, 0.56, -0.05]],
  "fmax_ha_per_bohr": 0.0872,
  "e_tot_ev": -62851.30712,
  "multiplicity": 6,
  "charge": 2
}